(1)
# C24H45FNO10P

4 unconnected molecules or ions with the total composition C24H45FNO10P (wB97M-V/def2-TZVPD, the OMol25 dataset).

The charge is 0. The calculation puts the total energy at -59574.653 eV.

CARTESIAN COORDINATES (ANGSTROEM)
C (7.17, -5.96, 1.34)
C (6.34, -5.12, 0.21)
C (5.60, -6.04, -0.93)
C (5.11, -7.52, -0.43)
N (4.23, -7.52, 0.80)
C (3.12, -6.50, 0.73)
C (1.97, -6.49, -0.23)
P (1.80, -7.86, -1.56)
O (0.27, -8.34, -1.50)
C (0.76, -5.35, -0.19)
O (-0.18, -5.28, -1.17)
C (0.66, -4.29, 1.09)
C (-0.63, -3.30, 1.35)
C (-0.80, -2.12, 0.21)
O (0.28, -1.54, -0.35)
F (-2.21, -1.70, -0.15)
C (1.83, -4.29, 2.03)
C (3.15, -5.28, 1.88)
O (4.16, -5.08, 2.72)
H (8.24, -6.33, 0.97)
H (6.59, -6.84, 1.84)
H (7.41, -5.18, 2.22)
H (5.54, -4.37, 0.62)
H (7.15, -4.45, -0.37)
H (6.38, -6.14, -1.83)
H (4.65, -5.50, -1.39)
H (6.10, -8.11, -0.13)
H (4.68, -8.08, -1.36)
H (3.74, -8.45, 0.86)
H (2.09, -7.31, -2.86)
H (2.61, -9.00, -1.20)
H (-1.61, -3.99, 1.28)
H (-0.62, -2.89, 2.46)
H (1.81, -3.54, 2.94)
C (-0.61, 1.43, -1.21)
O (-0.77, 2.41, -0.18)
C (-1.13, 3.69, -0.71)
C (-2.62, 3.96, -0.53)
O (-3.41, 3.09, -1.34)
C (-3.98, 2.02, -0.59)
H (-0.55, 0.45, -0.74)
H (-1.44, 1.44, -1.91)
H (0.33, 1.62, -1.74)
H (-0.83, 3.78, -1.76)
H (-0.57, 4.43, -0.13)
H (-2.84, 4.98, -0.86)
H (-2.92, 3.89, 0.52)
H (-4.80, 2.40, 0.02)
H (-3.24, 1.53, 0.04)
H (-4.38, 1.28, -1.30)
C (-1.23, 2.26, 3.14)
O (-1.31, 2.99, 4.36)
C (-2.55, 3.71, 4.49)
C (-3.52, 2.98, 5.42)
O (-3.96, 1.74, 4.85)
C (-3.29, 0.62, 5.41)
H (-0.39, 1.57, 3.21)
H (-2.14, 1.68, 2.95)
H (-1.06, 2.95, 2.31)
H (-3.00, 3.88, 3.50)
H (-2.30, 4.68, 4.92)
H (-4.41, 3.60, 5.55)
H (-3.08, 2.82, 6.41)
H (-3.67, 0.44, 6.43)
H (-2.21, 0.77, 5.45)
H (-3.51, -0.25, 4.80)
C (-0.83, 7.01, -2.82)
O (-0.88, 6.10, -3.91)
C (-2.19, 5.55, -4.10)
C (-2.91, 6.23, -5.27)
O (-3.21, 7.59, -4.97)
C (-2.31, 8.49, -5.60)
H (0.12, 7.55, -2.86)
H (-1.65, 7.74, -2.86)
H (-0.88, 6.46, -1.88)
H (-2.78, 5.62, -3.18)
H (-2.06, 4.49, -4.34)
H (-3.87, 5.72, -5.43)
H (-2.33, 6.15, -6.19)
H (-2.52, 8.55, -6.67)
H (-1.27, 8.20, -5.45)
H (-2.45, 9.49, -5.16)



(2)
# C24H45FO6SSi2

A molecular structure, C24H45FO6SSi2 (wB97M-V/def2-TZVPD, the OMol25 dataset).

The charge is 0. The calculation puts the total energy at -67213.069 eV.

CARTESIAN COORDINATES (ANGSTROEM)
C (6.41, -0.88, 0.01)
O (5.76, -1.39, 1.17)
C (4.37, -1.24, 1.15)
C (3.69, -2.10, 0.08)
C (2.43, -2.79, 0.57)
C (1.37, -1.91, 1.27)
C (-0.04, -2.49, 1.15)
C (-0.95, -1.91, 0.06)
C (-0.58, -2.26, -1.40)
C (-0.56, -1.06, -2.35)
C (0.52, -0.01, -2.07)
C (0.90, 0.78, -3.33)
C (-0.14, 1.89, -3.64)
Si (0.39, 3.61, -3.19)
C (0.65, 3.93, -1.35)
C (-0.28, 3.22, -0.39)
C (0.21, 2.87, 0.87)
C (-0.58, 2.18, 1.80)
C (-1.91, 1.85, 1.49)
C (-2.74, 1.11, 2.48)
C (-2.40, 2.22, 0.24)
C (-1.60, 2.90, -0.69)
O (1.91, 3.85, -3.92)
Si (2.62, 5.30, -3.84)
S (3.95, 5.42, -2.06)
O (4.00, 4.20, -1.32)
O (5.15, 6.06, -2.49)
F (3.23, 6.45, -1.12)
H (5.79, -0.16, -0.50)
H (6.63, -1.69, -0.68)
H (7.33, -0.41, 0.33)
H (4.09, -0.19, 1.02)
H (4.02, -1.54, 2.13)
H (4.41, -2.87, -0.19)
H (3.51, -1.51, -0.81)
H (1.98, -3.35, -0.25)
H (2.75, -3.54, 1.29)
H (1.63, -1.92, 2.32)
H (1.42, -0.88, 0.95)
H (0.05, -3.56, 0.97)
H (-0.55, -2.33, 2.09)
H (-1.93, -2.33, 0.26)
H (-1.06, -0.84, 0.19)
H (-1.32, -2.96, -1.78)
H (0.39, -2.74, -1.42)
H (-0.43, -1.41, -3.37)
H (-1.55, -0.60, -2.30)
H (0.16, 0.69, -1.33)
H (1.39, -0.52, -1.69)
H (0.89, 0.10, -4.17)
H (1.92, 1.16, -3.25)
H (-0.36, 1.91, -4.70)
H (-1.06, 1.61, -3.15)
H (-0.47, 4.66, -3.77)
H (1.67, 3.62, -1.12)
H (0.58, 5.00, -1.17)
H (1.23, 3.10, 1.13)
H (-0.16, 1.92, 2.75)
H (-2.12, 0.66, 3.24)
H (-3.33, 0.32, 2.03)
H (-3.43, 1.78, 2.99)
H (-3.42, 1.97, -0.02)
H (-2.03, 3.17, -1.64)
H (3.52, 5.50, -4.97)
H (1.67, 6.42, -3.69)
O (-2.62, -2.20, 3.87)
C (-3.53, -2.84, 3.43)
O (-4.60, -2.17, 2.96)
C (-5.67, -2.82, 2.26)
C (-6.72, -3.37, 3.20)
C (-3.55, -4.35, 3.46)
H (-5.28, -3.58, 1.58)
H (-6.10, -2.03, 1.63)
H (-6.31, -4.15, 3.84)
H (-7.55, -3.79, 2.63)
H (-7.11, -2.58, 3.84)
H (-3.93, -4.67, 4.42)
H (-2.52, -4.69, 3.36)
H (-4.14, -4.81, 2.67)



(3)
# C24H45N3O7P2SZr

A molecular structure, C24H45N3O7P2SZr (wB97M-V/def2-TZVPD, the OMol25 dataset).

The charge is +4. The calculation puts the total energy at -75051.536 eV.

CARTESIAN COORDINATES (ANGSTROEM)
C (-0.24, 3.35, 1.03)
C (-1.22, 2.54, 0.00)
C (-0.31, 1.37, -0.69)
C (-0.65, 1.39, -2.25)
C (-0.39, -0.04, 0.06)
N (0.87, -0.85, 0.07)
C (1.61, -0.37, 1.30)
N (1.19, -1.14, 2.53)
C (2.07, -0.80, 3.70)
C (1.69, -0.72, -1.16)
C (2.95, -1.77, -1.23)
C (2.57, -3.27, -0.83)
O (3.30, -1.81, -2.66)
C (4.61, -1.23, -2.90)
C (4.61, 0.37, -2.98)
C (3.74, 1.24, -3.92)
C (3.85, 2.81, -3.91)
C (4.85, 3.59, -3.00)
C (5.74, 2.70, -2.06)
C (5.61, 1.12, -2.05)
C (-1.73, -0.94, -0.29)
C (-1.80, -2.07, 0.83)
C (-0.97, -3.42, 0.50)
N (-1.52, -4.55, 0.15)
O (-2.86, -0.10, -0.54)
C (-3.85, 0.04, 0.42)
S (-5.23, -1.25, 0.32)
O (-3.45, 0.34, 1.75)
C (-4.50, 0.17, 2.73)
C (-4.00, 0.98, 4.06)
C (-2.69, 0.35, 4.73)
O (-3.79, 2.36, 3.60)
P (-4.81, 1.70, -0.13)
O (-6.38, 1.33, -0.66)
O (-4.05, 2.33, -1.54)
P (-1.50, -1.93, -1.94)
O (-2.68, -2.94, -2.13)
H (0.78, 3.58, 0.58)
H (-0.74, 4.29, 1.44)
H (-0.04, 2.59, 1.89)
H (-1.55, 3.32, -0.78)
H (-2.06, 2.13, 0.64)
H (0.77, 1.79, -0.59)
H (0.09, 0.84, -2.93)
H (-1.69, 1.02, -2.54)
H (-0.61, 2.50, -2.59)
H (-0.57, 0.23, 1.17)
H (2.76, -0.55, 1.21)
H (1.51, 0.77, 1.45)
H (1.37, -2.12, 2.30)
H (3.04, -0.31, 3.34)
H (2.34, -1.76, 4.29)
H (1.50, -0.06, 4.36)
H (1.14, -0.86, -2.14)
H (2.21, 0.32, -1.23)
H (3.85, -1.33, -0.66)
H (1.60, -3.67, -1.30)
H (2.39, -3.26, 0.32)
H (3.50, -3.98, -0.97)
H (4.98, -1.61, -3.93)
H (5.40, -1.61, -2.14)
H (2.99, 0.74, -4.63)
H (3.21, 3.45, -4.61)
H (4.96, 4.72, -3.01)
H (6.48, 3.25, -1.38)
H (6.28, 0.56, -1.32)
H (-1.30, -1.67, 1.80)
H (-2.83, -2.43, 1.14)
H (0.16, -3.35, 0.65)
H (-0.82, -5.30, 0.01)
H (-6.37, -0.75, 0.93)
H (-5.50, 0.65, 2.45)
H (-4.62, -0.92, 3.09)
H (-4.91, 1.04, 4.76)
H (-2.50, 0.94, 5.70)
H (-2.81, -0.74, 5.05)
H (-1.80, 0.55, 4.05)
H (-4.53, 2.93, 3.91)
H (-6.31, 0.89, -1.54)
H (-3.99, 1.61, -2.21)
H (-0.21, -2.55, -2.02)
H (-1.59, -1.06, -3.10)
Zr (3.38, -5.68, -1.81)



Question: Among the records above, which one has the highest charge?
Answer: C24H45N3O7P2SZr



Question: Which value of charge does entry 1 give?
Answer: 0